[1]
{"formula": "C37H50BF7N4O2", "method": "ωB97M-V/def2-TZVPD", "orbital_gap_ev": 9.177, "smiles": "C#CCCC[C@]1(CCF)C(CCC(F)=C(F)F)(CCC(F)=C(F)F)C(=O)N[C@@]1(CCCCCC)B(O)N(C)C.c1ccncc1.c1ccncc1", "relative_energy_kj_mol": 1380.0, "species": ["C", "C", "C", "C", "C", "C", "C", "C", "F", "C", "C", "C", "C", "F", "C", "F", "F", "C", "C", "C", "F", "C", "F", "F", "C", "O", "N", "C", "C", "C", "C", "C", "C", "C", "B", "O", "N", "C", "C", "H", "H", "H", "H", "H", "H", "H", "H", "H", "H", "H", "H", "H", "H", "H", "H", "H", "H", "H", "H", "H", "H", "H", "H", "H", "H", "H", "H", "H", "H", "H", "H", "H", "H", "H", "H", "H", "H", "H", "H", "C", "C", "C", "N", "C", "C", "H", "H", "H", "H", "H", "C", "C", "C", "N", "C", "C", "H", "H", "H", "H", "H"], "coordinates": [[-2.362, -3.926, -2.892], [-0.983, -4.250, -2.713], [0.676, -4.385, -2.880], [1.464, -3.762, -1.542], [1.199, -2.150, -1.577], [2.236, -1.208, -0.729], [3.740, -1.608, -1.261], [3.910, -1.837, -2.861], [3.199, -0.911, -3.755], [2.402, -1.457, 0.901], [3.533, -0.658, 1.759], [5.003, -1.370, 1.876], [6.223, -0.275, 2.210], [7.012, 0.437, 1.178], [6.581, -0.020, 3.654], [5.690, -0.289, 4.809], [7.962, 0.503, 3.951], [2.040, -2.870, 1.605], [3.079, -4.103, 1.452], [2.330, -5.442, 2.119], [1.081, -6.044, 1.599], [2.966, -6.099, 3.315], [2.590, -7.498, 3.727], [3.984, -5.428, 4.194], [1.038, -0.590, 1.346], [0.086, -0.886, 2.231], [1.091, 0.619, 0.444], [1.743, 0.384, -0.936], [0.494, 0.701, -1.931], [0.103, 2.240, -2.230], [-0.250, 3.208, -0.965], [-1.802, 2.845, -0.488], [-2.254, 3.610, 0.890], [-2.053, 2.626, 2.220], [2.906, 1.529, -1.219], [3.524, 1.784, -2.569], [3.428, 2.514, -0.142], [4.956, 2.436, -0.348], [3.097, 3.951, -0.523], [-3.499, -4.004, -3.245], [1.076, -3.790, -3.825], [0.974, -5.526, -3.028], [2.576, -4.101, -1.657], [0.984, -4.329, -0.624], [1.091, -1.886, -2.714], [0.121, -1.971, -1.099], [3.982, -2.662, -0.753], [4.603, -0.897, -0.844], [3.627, -2.937, -3.173], [5.072, -1.725, -3.108], [3.717, 0.457, 1.460], [3.115, -0.613, 2.879], [4.959, -2.056, 2.853], [5.287, -2.091, 1.000], [0.953, -3.185, 1.231], [1.907, -2.670, 2.775], [4.091, -3.998, 2.071], [3.372, -4.423, 0.369], [0.046, 0.804, 0.366], [-0.505, 0.121, -1.628], [0.787, 0.237, -2.993], [-0.902, 2.203, -2.879], [0.856, 2.839, -2.938], [0.474, 3.136, -0.049], [-0.268, 4.361, -1.273], [-2.493, 3.256, -1.357], [-1.915, 1.680, -0.465], [-3.431, 3.792, 0.820], [-1.777, 4.676, 1.040], [-2.243, 1.502, 1.868], [-0.968, 2.761, 2.689], [-2.901, 2.886, 2.987], [2.759, 1.714, -3.239], [5.552, 2.817, 0.600], [5.298, 1.343, -0.684], [5.315, 3.141, -1.242], [2.634, 4.071, -1.597], [4.026, 4.691, -0.416], [2.320, 4.331, 0.299], [-5.822, -1.447, 0.414], [-4.508, -1.883, 0.551], [-3.496, -0.937, 0.515], [-3.710, 0.386, 0.350], [-4.996, 0.780, 0.217], [-6.075, -0.089, 0.244], [-6.642, -2.159, 0.438], [-4.278, -2.934, 0.684], [-2.455, -1.228, 0.621], [-5.141, 1.848, 0.083], [-7.087, 0.282, 0.134], [-9.956, 4.309, 0.174], [-9.390, 3.989, -1.055], [-8.178, 3.317, -1.065], [-7.510, 2.957, 0.053], [-8.083, 3.283, 1.232], [-9.292, 3.950, 1.343], [-10.905, 4.835, 0.222], [-9.881, 4.256, -1.984], [-7.698, 3.042, -1.999], [-7.525, 2.984, 2.115], [-9.707, 4.184, 2.317]]}



[2]
{"formula": "C37H50Cl2F4N4O4", "method": "ωB97M-V/def2-TZVPD", "orbital_gap_ev": 9.436, "smiles": "Fc1ccccc1.Fc1ccccc1.Fc1ccccc1.Fc1ccccc1.CNC(C)=O.CNC(C)=O.CNC(C)=O.CNC(C)=O.ClCCl", "species": ["F", "C", "C", "C", "C", "C", "C", "H", "H", "H", "H", "H", "F", "C", "C", "C", "C", "C", "C", "H", "H", "H", "H", "H", "F", "C", "C", "C", "C", "C", "C", "H", "H", "H", "H", "H", "F", "C", "C", "C", "C", "C", "C", "H", "H", "H", "H", "H", "C", "N", "C", "C", "O", "H", "H", "H", "H", "H", "H", "H", "C", "N", "C", "C", "O", "H", "H", "H", "H", "H", "H", "H", "C", "N", "C", "C", "O", "H", "H", "H", "H", "H", "H", "H", "C", "N", "C", "C", "O", "H", "H", "H", "H", "H", "H", "H", "Cl", "C", "Cl", "H", "H"], "coordinates": [[25.447, 31.911, -21.047], [25.277, 31.875, -22.346], [26.263, 31.308, -23.156], [26.032, 31.373, -24.526], [24.817, 31.691, -25.102], [23.785, 32.116, -24.261], [24.033, 32.266, -22.890], [27.086, 30.793, -22.684], [26.837, 30.899, -25.068], [24.571, 31.426, -26.119], [22.765, 32.314, -24.557], [23.251, 32.620, -22.234], [26.925, 35.677, -11.789], [27.669, 34.812, -12.586], [27.877, 35.142, -13.857], [28.543, 34.298, -14.709], [29.132, 33.108, -14.232], [28.966, 32.726, -12.929], [28.191, 33.602, -12.129], [27.507, 36.098, -14.197], [28.743, 34.510, -15.749], [29.607, 32.408, -14.903], [29.474, 31.811, -12.662], [27.952, 33.400, -11.095], [24.061, 43.891, -18.672], [23.090, 43.284, -17.837], [21.788, 43.705, -17.888], [20.827, 43.135, -17.060], [21.159, 42.185, -16.126], [22.508, 41.684, -16.175], [23.442, 42.270, -17.015], [21.510, 44.507, -18.556], [19.831, 43.481, -17.294], [20.468, 41.828, -15.377], [22.781, 41.038, -15.354], [24.485, 41.990, -17.028], [22.651, 35.538, -4.805], [21.737, 34.520, -4.772], [21.261, 34.006, -3.568], [20.544, 32.830, -3.510], [20.188, 32.219, -4.726], [20.467, 32.826, -5.950], [21.339, 33.949, -5.960], [21.512, 34.450, -2.616], [20.262, 32.399, -2.561], [19.568, 31.340, -4.827], [20.248, 32.473, -6.946], [21.737, 34.246, -6.919], [23.711, 28.264, -9.640], [24.099, 28.698, -10.949], [23.205, 29.080, -11.851], [23.763, 29.446, -13.212], [22.003, 29.054, -11.691], [24.562, 27.653, -9.338], [22.850, 27.601, -9.715], [23.598, 29.086, -8.932], [25.043, 29.057, -10.979], [23.072, 29.332, -14.047], [24.626, 28.810, -13.410], [24.169, 30.453, -13.300], [32.583, 31.294, -6.030], [31.408, 31.592, -5.268], [30.230, 30.916, -5.475], [29.127, 31.133, -4.456], [30.172, 30.137, -6.389], [32.253, 30.745, -6.912], [33.209, 30.644, -5.418], [33.116, 32.203, -6.306], [31.316, 32.346, -4.603], [28.320, 31.590, -5.028], [29.397, 31.875, -3.705], [28.794, 30.283, -3.860], [31.711, 24.809, -12.453], [31.950, 24.740, -13.905], [31.091, 25.188, -14.839], [31.417, 24.864, -16.324], [29.933, 25.451, -14.543], [31.073, 24.040, -12.018], [31.344, 25.779, -12.116], [32.666, 24.560, -11.990], [32.837, 24.314, -14.131], [32.344, 24.310, -16.473], [31.609, 25.770, -16.898], [30.685, 24.305, -16.908], [24.846, 42.934, -8.660], [23.659, 43.437, -9.347], [23.457, 44.747, -9.660], [22.135, 45.132, -10.118], [24.321, 45.597, -9.396], [25.668, 42.991, -9.374], [24.533, 41.902, -8.504], [25.008, 43.402, -7.689], [22.923, 42.788, -9.589], [22.034, 44.763, -11.139], [21.894, 46.195, -10.091], [21.411, 44.632, -9.475], [36.118, 30.149, -16.100], [36.926, 30.032, -14.594], [38.662, 30.270, -14.817], [36.667, 30.898, -13.984], [36.600, 29.253, -13.904]]}